(1)
This record from OMol25 describes one molecule with the formula C5H8O2S. The level of theory is ωB97M-V/def2-TZVPD.

```
16
Properties=species:S:1:pos:R:3:forces:R:3:lowdin_charge:R:1
C -0.5815 -0.7283 1.2097 1.93 -2.55 -1.75 -0.176
C 0.1147 0.4188 0.5095 -0.03 1.95 2.01 -0.355
C -1.9111 0.8899 -0.6955 2.79 -1.64 1.40 -0.766
C 1.0704 0.1882 -0.6033 -4.24 1.47 -2.99 -0.226
C 2.3232 0.0845 -0.4896 7.00 -1.55 0.37 -0.027
H -0.1869 -1.7993 -0.5364 -3.78 -0.13 3.60 0.209
H -1.3055 -0.1919 1.7880 -1.21 -0.76 0.38 0.121
H 0.1309 -1.3619 1.8063 -0.50 1.44 0.11 0.139
H 0.5545 1.0057 1.4398 -0.22 -1.09 -2.06 0.193
H -1.8103 -0.2327 -0.6712 -0.65 1.17 -0.30 0.070
H 0.6605 0.4404 -1.7066 0.62 -0.80 2.70 0.175
H 2.8485 -0.1372 0.5768 -1.12 0.80 -2.75 0.127
H 2.9939 0.0951 -1.4844 -1.36 -0.15 2.71 0.115
O -1.0383 -1.8021 0.2569 3.39 1.46 -2.52 -0.183
O -0.8073 1.4217 -0.0127 -1.77 -0.55 -0.45 -0.152
S -3.0558 1.7091 -1.3873 -0.87 0.92 -0.48 0.736
```
Forces are in eV/Å.

SMILES   C=C[C@H](CO)OC=S
Relative energy (zero: lowest compared OMol25 entry of this formula, charge and spin)   96.2 kcal per mole
Net charge   0
Gap between HOMO and LUMO   9.19 eV

(2)
This record from OMol25 describes one molecule with the formula C3H4O. The level of theory is ωB97M-V/def2-TZVPD.

```
8
Properties=species:S:1:pos:R:3:forces:R:3:lowdin_charge:R:1
C -0.5895 0.9816 -0.4851 0.94 -1.11 0.28 0.029
C -0.4898 -0.1970 0.1513 -1.66 -0.52 0.41 -0.157
C 0.8704 -0.7749 0.4290 1.49 0.80 -2.94 -0.236
H -1.5341 1.4819 -0.7063 0.49 -0.14 -0.01 0.066
H 0.4122 1.3307 -0.7979 -0.93 0.53 0.02 0.076
H -1.4236 -0.8061 0.4844 1.81 1.20 -0.37 0.122
H 0.9056 -1.5347 1.2303 0.42 0.21 -0.08 0.110
O 1.8487 -0.4815 -0.3057 -2.57 -0.98 2.68 -0.009
```
Forces are in eV/Å.

SMILES   C=CC=O
Relative energy (zero: lowest compared OMol25 entry of this formula, charge and spin)   9.3 kcal per mole
Net charge   0
Gap between HOMO and LUMO   10.14 eV

(3)
This record from OMol25 describes a 3-piece molecular cluster, C4H13N3O overall. The level of theory is ωB97M-V/def2-TZVPD.

```
21
Properties=species:S:1:pos:R:3:forces:R:3:lowdin_charge:R:1
C 1.0201 1.4070 -1.6775 2.32 -0.75 -0.24 -0.349
N -0.7107 1.0014 -1.7150 0.01 -1.39 2.36 0.077
N 1.8602 0.4091 -1.3158 -1.41 0.11 -0.02 -0.103
H 1.8680 -0.3404 -2.0126 0.35 0.40 -0.22 0.007
H 1.4269 -0.3103 0.3956 -0.39 -0.30 0.62 0.055
H -0.9900 0.3844 -2.4797 0.06 0.04 0.13 0.086
H -1.2736 1.8492 -1.7341 -0.35 -0.16 0.35 0.082
H 1.0511 2.2264 -0.9607 -0.54 0.02 0.10 0.080
H 1.1694 1.7978 -2.7003 -0.88 -0.09 -0.11 0.078
C -2.1662 -0.3604 0.3673 -0.79 0.26 -1.08 -0.149
N -0.8263 0.0036 -0.0517 0.01 1.80 -2.32 0.035
C 1.0574 -0.8326 1.3184 1.45 0.49 0.63 -0.347
C 0.9236 -0.2461 2.5128 -0.03 -0.37 -0.31 -0.010
O 1.0167 -2.1830 1.1209 -0.41 -0.33 -0.08 -0.019
H 0.7207 -2.6228 1.9287 0.11 0.06 -0.01 0.094
H -0.3866 -0.8030 -0.4922 0.18 0.05 -0.06 0.058
H -2.7736 -0.7693 -0.4590 0.04 0.05 0.35 0.077
H -2.6723 0.5092 0.7847 0.02 -0.04 0.02 0.074
H -2.1160 -1.1313 1.1430 0.40 0.09 -0.07 0.089
H 0.7939 -0.8126 3.4285 -0.15 -0.06 0.01 0.044
H 1.0073 0.8237 2.5988 0.00 0.12 -0.05 0.043
```
Forces are in eV/Å.

Relative energy (zero: lowest compared OMol25 entry of this formula, charge and spin)   172.1 kcal per mole
Net charge   0
Gap between HOMO and LUMO (spin up / spin down)   6.98 / 6.97 eV

(4)
This record from OMol25 describes an isolated ion of composition C9H16ClN2 and charge +1. The level of theory is ωB97M-V/def2-TZVPD.

```
28
Properties=species:S:1:pos:R:3:forces:R:3:lowdin_charge:R:1
C -0.2152 -0.5405 -0.0559 3.21 3.54 0.83 -0.169
C -1.1209 2.2257 0.6743 -1.54 -2.02 2.07 -0.169
C 2.7479 -0.9611 0.4366 -0.47 0.14 0.36 -0.171
C 0.4317 2.1679 0.4326 -1.35 2.53 -0.35 -0.196
C 2.3570 0.5580 0.2666 4.65 -1.15 -0.95 -0.239
C -1.9383 1.1497 -0.0978 -0.60 1.35 0.53 -0.164
C 1.8355 -1.9047 -0.3995 -0.82 -2.04 -0.65 -0.121
C 1.0571 0.8526 0.7938 -4.49 -1.35 -2.27 -0.615
C -2.5470 -1.2006 0.1247 1.11 -1.49 -0.33 0.008
N -1.4640 -0.2276 -0.0468 -0.78 0.06 0.18 -0.150
N 0.3461 -1.6848 -0.2754 -0.05 0.05 0.84 0.061
Cl 0.6463 0.2860 2.4250 0.69 0.48 -0.10 0.785
H -1.3410 1.9403 1.7792 0.71 0.75 -1.58 0.110
H -1.7890 3.1197 0.5213 1.74 -0.20 -0.09 0.136
H 3.8402 -0.9980 0.1161 -1.54 -0.61 0.53 0.141
H 2.5866 -1.1900 1.5369 0.72 0.03 -1.36 0.099
H 0.6486 2.5855 -0.6141 0.03 -1.26 1.28 0.156
H 0.8619 2.9406 1.1023 0.00 -0.36 -0.19 0.131
H 3.2095 1.0562 0.8159 -1.22 -0.06 0.18 0.147
H 2.6974 0.9097 -0.7862 -1.74 -0.48 1.34 0.168
H -2.9928 1.1395 0.3190 1.26 0.07 -0.43 0.140
H -2.0269 1.5096 -1.1223 0.00 -0.47 -0.33 0.127
H 2.0023 -1.7924 -1.4979 0.32 -0.12 0.86 0.127
H 1.8296 -3.0601 -0.1700 1.03 2.36 -0.24 0.161
H -2.9896 -0.8872 1.1286 -0.10 -1.03 -1.60 0.133
H -3.1719 -1.1788 -0.8177 0.12 -0.01 1.53 0.125
H -2.0250 -2.2517 0.1478 -1.61 1.84 0.36 0.112
H -0.3057 -2.4585 -0.2193 0.69 -0.53 -0.42 0.128
```
Forces are in eV/Å.

Relative energy (zero: lowest compared OMol25 entry of this formula, charge and spin)   68.2 kcal per mole
Net charge   +1
Gap between HOMO and LUMO   10.09 eV

(5)
This record from OMol25 describes a 2-piece molecular cluster, C2HFN2O2 overall. The level of theory is ωB97M-V/def2-TZVPD.

```
8
Properties=species:S:1:pos:R:3:forces:R:3:lowdin_charge:R:1
C 1.1302 -1.0443 -0.8951 -0.03 0.55 1.96 0.147
C -1.1596 0.2541 -0.0093 -0.40 0.40 0.45 -0.152
N -1.0944 1.1971 0.7040 0.01 0.45 -1.10 -0.064
N 1.2897 -0.5511 0.1510 1.38 -0.89 -3.11 -0.247
O 1.6964 0.1003 1.0469 -0.36 0.48 1.64 0.054
O -0.7673 2.2907 1.0386 0.22 0.54 0.97 0.054
F -2.0569 -0.6178 -0.2939 -0.51 -1.00 -0.22 0.138
H 0.9619 -1.6289 -1.7421 -0.31 -0.53 -0.60 0.071
```
Forces are in eV/Å.

SMILES   [O-][N+]#CF.C#[N+][O-]
Relative energy (zero: lowest compared OMol25 entry of this formula, charge and spin)   181.9 kcal per mole
Net charge   0
Gap between HOMO and LUMO (spin up / spin down)   9.23 / 9.23 eV

(6)
This record from OMol25 describes a 2-piece molecular cluster, C3H7ClN3 overall. The level of theory is ωB97M-V/def2-TZVPD.

```
14
Properties=species:S:1:pos:R:3:forces:R:3:lowdin_charge:R:1
C 3.7372 -0.3717 -0.3703 0.42 -0.62 0.36 -0.754
C -0.0549 1.1376 0.5999 -0.78 0.23 -0.11 -0.131
C -0.2976 -1.0004 -0.2181 1.14 -1.50 0.58 -0.061
N 2.6645 -0.2193 -0.7475 0.34 0.20 -0.37 0.088
N 0.5367 1.3769 -0.5529 -0.69 0.58 0.80 0.155
N -0.6142 -0.0282 0.8221 1.16 -0.16 -1.35 0.056
Cl 5.1894 -0.7901 0.2331 0.00 0.23 -0.11 0.819
H -0.7833 -1.9092 0.0863 0.39 -0.70 0.07 0.101
H 0.7988 -1.0952 -0.5297 -1.50 0.01 1.38 0.080
H -0.7540 -0.7662 -1.1138 -1.43 0.79 -1.97 0.065
H -0.0573 1.9993 1.2718 -0.13 -0.68 0.34 0.169
H 1.1173 2.1749 -0.5142 0.54 0.88 -0.61 0.118
H 0.4365 0.8960 -1.4359 0.26 -0.31 0.47 0.125
H -1.2709 -0.3847 1.5019 0.29 1.05 0.52 0.170
```
Forces are in eV/Å.

Relative energy (zero: lowest compared OMol25 entry of this formula, charge and spin)   29.4 kcal per mole
Net charge   +1
Gap between HOMO and LUMO   11.48 eV

In the order shown, the computed E_tot values come out to -20240.7560 -5221.7347 -10870.2165 -25086.4562 -11874.7495 -20209.4671 eV.